# 1
31
Properties=species:S:1:pos:R:3:mulliken_charge:R:1 method="wB97M-V/def2-TZVPD" homo_energy_ev=-12.8 lumo_ev=-2.60 e_above_lowest_kj_mol=144.3 smiles="CN(C)C1=N[N@H+]2CCCC[C@@]2(C)S1" total_charge=+1
C 0.95 -2.82 2.04 -0.988
N 0.02 -2.58 0.99 0.171
C -0.37 -3.63 0.11 -1.022
C -0.23 -1.30 0.58 0.458
N 0.34 -0.25 1.11 -1.054
N -0.27 0.93 0.76 0.463
C 0.77 1.99 0.76 -0.817
C 1.67 1.92 -0.49 -0.645
C 0.75 2.11 -1.73 -0.635
C -0.12 0.96 -1.76 -1.096
C -0.99 0.78 -0.56 0.639
C -2.21 1.70 -0.68 -1.292
S -1.49 -1.00 -0.64 -0.202
H 0.85 -3.78 2.54 0.363
H 1.91 -2.74 1.62 0.407
H 0.88 -2.09 2.93 0.275
H -0.16 -4.66 0.65 0.250
H -1.38 -3.68 -0.14 0.436
H 0.23 -3.67 -0.81 0.384
H -0.82 1.16 1.58 0.414
H 1.17 1.99 1.72 0.460
H 0.25 2.90 0.82 0.547
H 2.10 0.81 -0.46 0.246
H 2.31 2.74 -0.46 0.477
H 0.20 3.08 -1.54 0.294
H 1.45 2.27 -2.49 0.410
H -0.86 1.13 -2.51 0.506
H 0.55 0.14 -1.90 0.396
H -3.03 1.07 -0.31 0.437
H -2.49 2.06 -1.71 0.319
H -1.98 2.48 -0.02 0.401

# 2
16
Properties=species:S:1:pos:R:3:mulliken_charge:R:1 method="wB97M-V/def2-TZVPD" homo_energy_ev=-9.7 lumo_ev=0.90 e_above_lowest_kj_mol=336.3 smiles="COCCC1=NC1"
C -1.58 -1.03 2.22 -0.711
O -0.53 -1.05 1.30 -0.293
C -0.24 0.21 0.74 -0.446
C 0.87 -0.06 -0.27 -0.327
C 1.02 0.84 -1.45 0.261
N 1.40 1.92 -1.95 -0.516
C 0.91 0.75 -2.90 -0.464
H -1.74 -2.06 2.55 0.243
H -2.51 -0.66 1.77 0.294
H -1.34 -0.41 3.10 0.287
H 0.06 0.92 1.52 0.320
H -1.14 0.63 0.25 0.358
H 1.82 -0.23 0.25 0.320
H 0.59 -0.99 -0.77 0.272
H 1.68 0.27 -3.51 0.203
H 0.00 0.96 -3.48 0.199

# 3
7
Properties=species:S:1:pos:R:3:mulliken_charge:R:1 method="wB97M-V/def2-TZVPD" homo_energy_ev=-10.3 lumo_ev=-0.28 e_above_lowest_kj_mol=120.7
O 2.06 -1.52 -1.11 -0.520
O 0.96 -1.11 1.13 -0.406
P 1.86 -0.52 -0.07 0.780
S 2.57 1.25 0.11 -0.233
H -0.57 0.67 -0.68 -0.239
H 0.67 -2.01 0.95 0.369
H -1.11 1.15 -0.35 0.250

# 4
52
Properties=species:S:1:pos:R:3:lowdin_spin:R:1 method="wB97M-V/def2-TZVPD" homo_energy_ev="-7.1 / -12.6" lumo_ev="-2.13 / -2.22" e_above_lowest_kj_mol=0.0 spin_multiplicity=4 total_charge=+1
Ti 0.32 0.47 0.34 2.527
C 2.06 2.82 1.47 0.034
O 0.91 2.04 1.82 0.069
C -0.25 2.86 2.02 0.017
C -1.50 2.02 2.13 0.013
N -1.83 1.37 0.86 0.041
C -2.98 0.46 1.01 0.010
C -3.46 -0.01 -0.35 0.002
O -2.45 -0.83 -0.92 0.019
C -2.61 -1.01 -2.31 0.002
H 2.09 3.00 0.40 0.008
H 2.94 2.25 1.77 0.008
H 2.05 3.77 2.02 0.003
H -0.35 3.59 1.21 0.003
H -0.09 3.44 2.94 0.002
H -2.28 2.70 2.51 0.002
H -1.35 1.22 2.85 0.002
H -2.13 2.09 0.20 0.007
H -3.81 0.96 1.52 0.001
H -2.67 -0.41 1.60 0.003
H -3.66 0.84 -1.00 0.000
H -4.37 -0.60 -0.21 0.000
H -2.20 -0.16 -2.86 0.001
H -3.67 -1.13 -2.58 0.000
H -2.10 -1.92 -2.60 0.000
C 0.51 2.91 -2.24 0.008
O 0.71 1.61 -1.69 0.058
C 1.26 0.72 -2.66 0.008
C 1.05 -0.71 -2.24 0.009
N 1.68 -0.99 -0.94 0.026
C 1.39 -2.38 -0.50 0.015
C 2.51 -2.89 0.39 0.004
O 2.34 -4.25 0.71 0.001
C 1.39 -4.48 1.72 0.000
H -0.32 2.91 -2.94 0.001
H 1.42 3.27 -2.73 0.001
H 0.25 3.58 -1.42 0.002
H 2.33 0.95 -2.80 0.002
H 0.77 0.89 -3.62 0.001
H 1.43 -1.36 -3.03 0.001
H -0.03 -0.88 -2.16 0.003
H 2.69 -0.99 -1.11 0.008
H 1.27 -3.06 -1.35 0.001
H 0.44 -2.38 0.03 0.007
H 2.59 -2.28 1.30 0.004
H 3.46 -2.82 -0.15 0.000
H 1.68 -3.99 2.66 0.000
H 1.34 -5.55 1.89 0.000
H 0.38 -4.15 1.42 0.000
O 0.31 -0.99 2.20 0.061
H 0.23 -0.57 3.05 0.004
H 0.32 -1.94 2.38 0.002

# 5
8
Properties=species:S:1:pos:R:3:mulliken_charge:R:1 method="wB97M-V/def2-TZVPD" homo_energy_ev=-9.9 lumo_ev=-0.58 e_above_lowest_kj_mol=168.7 smiles="O=S1(=O)S[C@H]1S"
O 1.53 -0.17 1.05 -0.502
S 0.79 0.77 0.29 0.899
O 0.81 2.15 0.61 -0.507
S 0.70 0.22 -1.79 -0.107
C -0.66 0.01 -0.45 -0.095
S -1.27 -1.50 0.12 -0.159
H -1.75 0.60 -0.38 0.315
H -0.14 -2.08 0.56 0.157

# 6
141
Properties=species:S:1:pos:R:3:mulliken_charge:R:1 method="wB97M-V/def2-TZVPD" homo_energy_ev=-8.9 lumo_ev=-7.72 e_above_lowest_kj_mol=2754.4 total_charge=+1
C 3.49 -1.66 3.92 -0.755
C 4.40 -2.38 2.75 -0.476
C 4.79 -1.35 1.50 0.158
C 4.91 -2.35 0.16 0.260
C 6.34 -3.20 0.06 -0.687
C 6.49 -4.20 -1.23 -0.437
C 5.32 -4.41 -2.38 0.247
P 5.65 -5.67 -3.79 0.648
O 5.66 -4.90 -5.36 -0.480
Cl 7.64 -6.50 -3.62 -0.264
C 3.91 -3.58 -2.27 0.010
C 3.74 -2.53 -0.98 0.425
C 2.34 -1.68 -0.93 -0.074
O 2.18 -0.42 -0.53 -0.239
C 0.98 -2.47 -1.46 0.050
C -0.43 -2.11 -0.70 -0.648
C -1.78 -2.89 -1.22 0.926
C -3.20 -2.45 -0.45 -0.572
C -3.54 -0.93 -1.04 -0.257
C -3.60 0.23 0.12 -0.323
C -3.06 1.70 -0.45 -0.671
C -1.78 2.18 0.48 -0.028
C -0.93 3.44 -0.18 0.010
C 0.26 3.86 0.92 -0.793
C 1.60 2.87 0.77 -0.172
Si 2.74 3.40 -0.72 0.183
C 2.43 2.28 -2.30 -0.461
C 2.43 5.26 -1.25 -0.899
C 4.59 3.17 -0.14 0.633
C 5.34 1.68 -0.21 0.224
C 6.93 1.46 0.25 -0.334
C 7.82 2.72 0.81 -0.420
C 7.10 4.22 0.90 -0.460
C 5.52 4.43 0.43 -0.365
C -1.67 -4.01 -2.41 -0.179
C -3.10 -4.77 -2.83 -0.447
Br -4.24 -4.10 -4.33 -0.082
C -3.53 -5.98 -2.04 0.346
C -4.91 -6.83 -2.29 -0.983
Br -2.33 -6.56 -0.52 -0.107
C -0.22 -4.35 -3.16 -0.676
C 1.13 -3.54 -2.69 0.496
C 2.64 -3.72 -3.35 0.258
O 2.81 -3.98 -4.66 -0.508
H 4.18 -1.01 4.63 0.241
H 2.56 -1.08 3.53 0.158
H 3.07 -2.55 4.60 0.324
H 3.70 -3.21 2.26 0.276
H 5.32 -2.95 3.19 0.314
H 3.90 -0.60 1.42 -0.308
H 5.81 -0.79 1.69 0.247
H 7.19 -3.05 0.88 0.348
H 7.52 -4.80 -1.33 0.167
H 6.01 -5.62 -5.98 0.367
H -0.43 -1.32 0.17 0.226
H -2.97 -2.33 0.71 0.378
H -4.08 -3.20 -0.65 0.298
H -4.52 -1.01 -1.69 0.244
H -2.68 -0.61 -1.81 0.028
H -2.95 0.00 1.07 0.402
H -4.75 0.38 0.38 0.086
H -2.81 1.66 -1.61 0.314
H -3.89 2.54 -0.32 0.295
H -2.15 2.58 1.54 0.200
H -1.05 1.28 0.60 -0.057
H -0.41 3.18 -1.20 0.184
H -1.61 4.40 -0.36 0.354
H -0.20 3.60 1.98 0.158
H 0.55 5.01 0.83 0.205
H 1.26 1.75 0.65 -0.272
H 2.26 2.92 1.75 0.437
H 2.35 2.96 -3.26 0.458
H 1.44 1.68 -2.08 0.121
H 3.29 1.46 -2.40 -0.068
H 2.52 6.01 -0.35 0.320
H 3.14 5.52 -2.15 0.320
H 1.32 5.30 -1.66 0.130
H 4.71 0.76 -0.58 -0.043
H 7.37 0.36 0.15 0.387
H 8.93 2.52 1.15 0.324
H 7.77 5.09 1.29 0.344
H 5.10 5.53 0.52 0.300
H -5.13 -7.46 -1.29 0.329
H -5.87 -6.19 -2.49 0.325
H -4.78 -7.65 -3.14 0.291
H -0.15 -5.13 -4.05 0.413
C -10.70 -0.51 -0.34 -1.452
C -9.67 -1.14 0.60 0.476
C -8.47 -0.21 0.91 -0.882
O -7.51 -0.12 -0.15 -0.177
C -7.84 0.80 -1.17 -0.811
N -9.22 -2.42 0.03 -0.754
H -10.36 -0.48 -1.38 0.271
H -11.63 -1.09 -0.32 0.377
H -10.94 0.51 -0.02 0.319
H -10.17 -1.34 1.55 0.403
H -7.92 -0.64 1.76 0.329
H -8.80 0.79 1.22 0.466
H -8.36 1.68 -0.78 0.366
H -8.44 0.31 -1.94 0.280
H -6.91 1.14 -1.64 0.217
H -8.60 -2.88 0.70 0.268
H -8.61 -2.21 -0.76 0.323
Be -1.63 -2.34 -4.03 0.415
Cl 5.57 2.76 2.55 -0.121
C 4.12 1.27 7.87 -0.980
C 3.99 0.49 6.57 0.853
O 3.15 0.95 5.75 -0.579
O 4.75 -0.52 6.48 -0.671
H 3.45 2.13 7.89 0.277
H 3.88 0.61 8.72 0.272
H 5.15 1.63 7.99 0.275
C -0.68 5.75 4.08 0.644
O -1.28 4.77 3.67 -0.580
N -1.31 6.81 4.62 -0.213
N 0.66 5.86 4.01 -0.359
H -0.83 7.63 4.96 0.152
H -2.32 6.77 4.69 0.047
H 1.17 5.09 3.61 0.227
H 1.17 6.67 4.34 0.171
O -13.57 -0.09 0.65 -0.618
H -14.39 0.23 0.25 0.306
H -13.83 -0.90 1.11 0.311
C 4.59 -9.52 -5.46 0.731
O 5.25 -8.46 -5.26 -0.579
O 3.31 -9.33 -5.17 -0.467
O 4.94 -10.65 -5.87 -0.541
H 3.48 -8.40 -4.92 0.356
C -4.64 4.54 4.63 0.061
Cl -4.43 6.20 5.21 -0.218
Cl -5.48 3.54 5.83 -0.159
H -5.22 4.56 3.71 0.259
H -3.66 4.11 4.44 0.030
Be -1.39 5.85 0.01 0.073
C 5.32 3.03 -4.92 -0.769
N 5.07 4.10 -3.92 0.891
O 6.06 4.64 -3.40 -0.528
O 3.89 4.38 -3.68 -0.512
H 6.40 2.89 -5.03 0.312
H 4.86 2.12 -4.55 0.271
H 4.88 3.35 -5.86 0.298

# 7
16
Properties=species:S:1:pos:R:3:mulliken_charge:R:1 method="wB97M-V/def2-TZVPD" homo_energy_ev=-17.2 lumo_ev=-8.13 e_above_lowest_kj_mol=0.0 total_charge=+2
O 0.79 -0.82 0.41 -0.315
C -0.53 -0.92 -0.32 0.806
C 1.03 0.22 1.08 0.575
O -0.52 -1.88 -1.05 -0.707
O -1.30 -0.01 -0.07 -0.569
C 1.80 0.20 2.31 -0.659
Li -1.18 -2.69 -2.56 0.953
H 0.17 0.77 1.72 0.227
H 1.23 0.44 3.21 0.400
H 2.35 -0.73 2.49 0.270
Tl -2.92 1.57 -1.01 0.847
C 2.80 1.16 1.37 -0.226
C 3.74 0.73 0.52 -0.562
H 4.30 1.44 -0.08 0.300
H 2.70 2.21 1.62 0.375
H 3.84 -0.33 0.25 0.286

# 8
76
Properties=species:S:1:pos:R:3:mulliken_charge:R:1 method="wB97M-V/def2-TZVPD" homo_energy_ev=-3.7 lumo_ev=2.49 total_charge=-1
S 3.04 0.12 1.66 -0.525
P 1.81 1.59 1.14 0.375
C 0.17 1.14 0.77 -0.299
Br -1.09 2.49 1.50 -0.293
H 2.34 2.24 0.00 -0.063
H 1.86 2.66 2.06 -0.032
H -0.06 0.22 1.30 -0.007
C -9.39 0.41 5.07 -0.765
O -8.14 0.97 4.75 -0.241
C -7.07 0.31 5.41 -0.568
C -5.74 0.65 4.78 -0.426
O -5.51 -0.03 3.57 -0.411
C -6.06 0.55 2.40 -0.495
C -5.26 1.73 1.87 -0.372
O -5.54 2.89 2.63 -0.304
C -4.61 3.92 2.37 -0.599
H -9.60 0.50 6.14 0.300
H -10.14 0.97 4.51 0.229
H -9.44 -0.65 4.79 0.317
H -7.22 -0.78 5.37 0.336
H -7.05 0.62 6.47 0.397
H -4.96 0.31 5.46 0.376
H -5.65 1.73 4.65 0.249
H -7.10 0.85 2.56 0.221
H -6.03 -0.24 1.64 0.393
H -5.54 1.89 0.82 0.419
H -4.19 1.49 1.90 0.210
H -3.59 3.59 2.59 0.139
H -4.86 4.76 3.01 0.240
H -4.65 4.23 1.32 0.297
C 6.15 2.78 -6.84 -0.766
O 6.29 2.92 -5.45 -0.249
C 5.85 4.19 -4.99 -0.580
C 5.63 4.19 -3.50 -0.435
O 4.43 3.56 -3.11 -0.418
C 4.47 2.15 -2.98 -0.455
C 5.07 1.68 -1.68 -0.389
O 6.49 1.77 -1.71 -0.326
C 7.04 1.69 -0.41 -0.742
H 6.76 3.51 -7.38 0.301
H 6.50 1.78 -7.09 0.231
H 5.11 2.89 -7.15 0.318
H 4.91 4.47 -5.49 0.337
H 6.61 4.95 -5.24 0.401
H 5.53 5.23 -3.19 0.366
H 6.49 3.75 -2.99 0.252
H 5.00 1.69 -3.82 0.216
H 3.43 1.82 -2.99 0.440
H 4.77 0.64 -1.49 0.424
H 4.67 2.28 -0.85 0.203
H 6.68 2.51 0.22 0.307
H 8.12 1.75 -0.51 0.239
H 6.77 0.75 0.08 0.309
C -1.13 -4.95 -3.68 -0.774
O -0.82 -4.95 -2.31 -0.230
C -0.28 -6.18 -1.87 -0.599
C 0.40 -6.03 -0.53 -0.372
O 1.67 -5.43 -0.61 -0.441
C 1.69 -4.00 -0.65 -0.500
C 1.50 -3.34 0.69 -0.169
O 0.14 -3.37 1.07 -0.243
C -0.03 -2.96 2.41 -0.727
H -1.89 -5.70 -3.92 0.302
H -1.52 -3.96 -3.92 0.238
H -0.24 -5.15 -4.29 0.314
H 0.45 -6.56 -2.60 0.334
H -1.08 -6.93 -1.78 0.396
H 0.57 -7.03 -0.14 0.379
H -0.26 -5.49 0.16 0.231
H 0.95 -3.62 -1.36 0.245
H 2.68 -3.74 -1.02 0.367
H 1.84 -2.30 0.63 0.074
H 2.11 -3.85 1.44 0.330
H 0.49 -3.64 3.10 0.305
H -1.10 -2.98 2.62 0.236
H 0.34 -1.94 2.57 0.221

# 9
72
Properties=species:S:1:pos:R:3:mulliken_charge:R:1 method="wB97M-V/def2-TZVPD" homo_energy_ev=-10.6 lumo_ev=-4.22 e_above_lowest_kj_mol=84.2 total_charge=+1
Ta 0.14 -0.85 -1.04 0.973
Br -6.12 -0.50 4.00 -0.164
C -4.59 -1.31 4.74 0.046
C -4.20 -1.00 6.03 -0.494
C -3.07 -1.60 6.56 -0.222
C -2.31 -2.47 5.78 0.189
C -2.73 -2.81 4.50 -0.174
C -3.88 -2.23 3.98 -0.619
N -1.16 -3.03 6.42 -0.308
N -0.06 -3.10 5.87 -0.552
C 0.16 -2.56 4.55 -0.095
C 0.50 -3.42 3.55 -0.824
C 0.71 -2.94 2.24 -0.275
C 0.61 -1.60 1.99 0.655
O 0.74 -1.15 0.70 -0.331
C 0.35 -0.66 3.03 0.124
N 0.31 0.66 2.73 -0.146
C 0.08 1.50 3.71 -0.091
C -0.12 1.12 5.05 -1.169
C -0.09 -0.21 5.36 -0.571
C 0.13 -1.15 4.34 0.622
H -4.78 -0.31 6.62 0.445
H -2.76 -1.41 7.58 0.483
H -2.19 -3.54 3.90 0.524
H -4.22 -2.50 2.99 0.474
H 0.58 -4.48 3.75 0.461
H 0.93 -3.62 1.44 0.492
H 0.05 2.55 3.44 0.426
H -0.28 1.87 5.80 0.421
H -0.22 -0.54 6.38 0.609
O 2.41 -2.91 -1.01 -0.513
Cl 1.29 -3.47 -1.69 1.635
O 1.61 -4.51 -2.56 -0.608
O 0.22 -3.74 -0.79 -0.514
O 0.70 -2.28 -2.51 -0.506
C 2.62 3.56 -3.64 -1.212
C 1.21 3.61 -4.16 0.521
C 1.10 3.63 -5.67 -1.296
O 0.40 2.51 -3.59 -0.343
P 0.69 0.97 -3.58 1.247
S -1.02 0.05 -3.13 -0.471
S 2.00 0.47 -2.10 -0.553
O 1.25 0.67 -5.00 -0.154
C 1.81 -0.52 -5.68 0.644
C 0.70 -1.51 -5.94 -1.185
C 2.99 -1.10 -4.94 -1.253
H 3.15 4.45 -3.97 0.464
H 3.16 2.69 -4.03 0.267
H 2.65 3.53 -2.55 0.265
H 0.69 4.47 -3.75 0.286
H 1.73 2.87 -6.13 0.202
H 1.43 4.61 -6.02 0.481
H 0.07 3.48 -5.99 0.349
H 2.14 -0.08 -6.62 0.251
H 0.35 -1.96 -5.01 0.103
H 1.07 -2.31 -6.58 0.486
H -0.14 -1.04 -6.44 0.339
H 2.68 -1.63 -4.04 0.116
H 3.71 -0.33 -4.67 0.348
H 3.48 -1.81 -5.60 0.482
Cl -2.04 -1.34 -0.42 -0.328
C -0.79 3.87 0.51 -0.303
C -1.80 3.13 -0.10 -1.038
C -1.53 1.84 -0.50 -0.299
N -0.34 1.25 -0.32 0.844
C 0.62 1.96 0.31 -0.089
C 0.44 3.26 0.72 -1.198
H -0.96 4.89 0.81 0.518
H -2.78 3.54 -0.27 0.492
H -2.30 1.25 -0.98 0.528
H 1.56 1.46 0.47 0.479
H 1.25 3.79 1.19 0.609

# 10
21
Properties=species:S:1:pos:R:3:mulliken_charge:R:1 method="wB97M-V/def2-TZVPD" homo_energy_ev=-12.5 lumo_ev=-3.93 e_above_lowest_kj_mol=404.1 total_charge=+1
C 1.64 0.05 0.90 -1.372
C -0.51 1.47 0.69 -1.857
C -1.60 -1.27 1.03 -0.792
C 0.82 0.60 -2.03 -0.540
C 0.29 0.27 0.34 0.802
N -0.42 -1.04 0.16 0.040
S 0.14 -0.87 -2.74 -0.192
H 1.69 -0.63 1.68 0.460
H 2.12 0.92 1.41 0.393
H 2.42 -0.05 0.07 0.303
H -0.75 1.43 1.74 0.439
H -1.42 1.65 0.20 0.462
H 0.07 2.41 0.52 0.415
H -1.42 -1.30 2.02 0.347
H -2.28 -0.42 0.74 0.312
H -2.13 -2.23 0.94 0.349
H 0.66 1.58 -2.45 0.372
H 1.90 0.57 -1.94 0.345
H 0.38 -1.64 0.21 0.469
H -0.54 -1.13 -0.92 0.034
H -1.08 -0.36 -2.57 0.211